39
Properties=species:S:1:pos:R:3:forces:R:3:lowdin_charge:R:1 method="wB97M-V/def2-TZVPD" energy_ev=-27039.4467 gap_ev=9.8958 lumo_energy_ha=-0.019 homo_energy_ev=-10.42 relative_energy_kcal_mol=57.7
O -1.135564 -2.529487 2.081538 0.6 0.0 0.0 -0.07
H -0.279564 -2.140487 1.769538 -0.7 -0.9 0.6 -0.01
H -0.983564 -3.194487 2.787538 0.2 0.9 -0.7 0.07
O 0.031436 -2.238487 -1.366462 0.4 -0.8 0.5 -0.05
H -0.727564 -2.684487 -1.780462 0.4 0.0 0.5 0.08
H 0.436436 -2.858487 -0.711462 -0.7 0.6 -0.8 0.10
O 1.108436 0.602513 3.815538 -2.1 -3.0 1.3 -0.05
H 0.259436 0.527513 3.315538 1.3 0.7 0.7 -0.01
H 1.571436 1.317513 3.502538 1.5 2.7 -1.4 -0.03
O 3.004436 -0.270487 -1.661462 -1.0 0.0 0.4 -0.04
H 2.651436 -0.850487 -2.339462 -0.3 -0.3 -0.3 -0.02
H 3.913436 -0.290487 -1.894462 1.4 0.3 0.0 0.02
O 2.042436 1.893513 0.565538 -0.7 -2.1 0.5 -0.08
H 1.371436 1.244513 0.174538 1.3 1.7 0.3 0.01
H 1.853436 2.729513 0.177538 -0.3 0.9 -0.8 0.00
O -0.091564 3.044513 -2.042462 1.1 -0.3 -2.2 -0.07
H -0.575564 2.816513 -1.268462 -0.6 -0.5 0.9 -0.07
H -0.039564 2.255513 -2.631462 -0.1 0.9 1.0 0.06
O -2.664564 -0.984487 -1.028462 -0.6 0.2 2.1 -0.03
H -2.320564 -1.251487 -1.847462 0.7 -0.3 -1.7 0.02
H -1.927564 -0.560487 -0.548462 0.1 -0.2 -0.4 0.02
O -0.161564 0.445513 -0.244462 0.2 -0.9 -0.3 -0.08
H -0.229564 0.515513 0.728538 -0.1 0.0 -0.1 0.00
H 0.337436 -0.380487 -0.428462 -0.4 0.6 0.1 0.04
O -1.373564 3.242513 0.286538 0.6 0.0 0.9 -0.04
H -2.264564 3.524513 0.487538 -0.3 0.3 0.2 0.06
H -0.793564 3.539513 1.017538 -0.6 -0.2 -0.6 0.09
O -1.010564 0.442513 2.292538 -1.8 -0.6 -1.1 -0.08
H -0.889564 -0.542487 2.287538 -0.8 0.9 0.1 0.04
H -1.908564 0.636513 1.877538 1.6 -0.5 1.0 0.13
O -3.475564 1.555513 -1.145462 -1.8 1.8 -0.4 -0.03
H -2.694564 1.947513 -0.808462 1.3 0.3 0.3 -0.04
H -3.371564 0.626513 -1.149462 0.3 -1.7 0.0 -0.05
O 1.890436 -2.178487 -3.383462 -1.3 1.1 1.6 -0.08
H 1.913436 -3.091487 -3.614462 0.2 -1.0 -0.3 0.03
H 1.224436 -2.132487 -2.611462 1.1 -0.2 -1.5 0.03
O 1.386436 -1.423487 1.677538 1.3 -1.2 0.0 -0.06
H 2.267436 -0.999487 1.652538 -0.7 0.5 -0.1 0.09
H 1.655436 -2.305487 2.008538 -0.3 0.5 -0.1 0.08


39
Properties=species:S:1:pos:R:3:forces:R:3:lowdin_charge:R:1 method="wB97M-V/def2-TZVPD" energy_ev=-27038.1137 gap_ev=9.5155 lumo_energy_ha=-0.007 homo_energy_ev=-9.71 relative_energy_kcal_mol=88.4
H -0.637627 0.503423 -1.026639 0.4 -0.1 0.3 0.02
H -1.600633 0.599334 0.145309 0.1 -0.1 0.1 0.03
H -0.466568 4.800284 1.501238 0.1 -0.1 0.0 0.04
H -0.797666 3.319674 1.410626 0.1 0.0 0.0 0.02
H 0.951824 1.111855 2.738853 0.1 -0.1 0.0 0.07
H -0.447883 0.959125 3.311160 -0.1 0.0 0.0 0.07
H 1.842920 -4.311442 -2.116573 0.0 0.0 0.2 0.04
H 1.820973 -2.973757 -1.395352 -0.1 0.0 0.0 0.02
H -5.567851 -1.506145 -0.648577 0.1 0.1 0.0 0.05
H -4.529046 -1.932659 0.375636 0.0 -0.3 -0.2 0.04
H -1.381848 -1.995592 -0.227626 0.1 0.2 -0.1 -0.01
H -2.009452 -2.584915 -1.480165 -0.1 0.1 0.2 0.03
H -3.652816 -0.385609 1.014148 -0.1 0.4 -0.2 0.01
H -3.571266 0.917661 0.236409 -0.3 -0.3 -0.1 0.02
H 1.735159 1.188347 -2.505618 -0.4 0.1 0.0 0.04
H 0.659313 0.116264 -2.562492 0.1 -0.2 -0.1 0.06
H 3.916999 -1.563545 2.075069 0.0 0.2 0.1 0.03
H 2.981181 -0.946815 1.048457 -0.4 0.4 0.1 -0.01
H 1.583248 -2.579336 1.031604 -0.2 0.0 0.0 0.01
H 1.085868 -3.404144 2.207336 -0.1 0.0 -0.1 0.05
H 3.380043 2.494266 -1.304267 0.2 0.0 0.3 0.04
H 3.196040 1.005839 -1.550786 0.2 -0.2 0.5 0.03
H 1.302387 0.719647 0.687106 0.1 -0.2 -0.4 0.04
H 0.295728 -0.305363 1.183123 0.5 -0.2 -0.1 0.00
H -0.867665 3.565565 -3.014883 0.0 0.0 0.1 0.04
H 0.565877 3.828513 -2.583772 -0.1 0.0 0.1 0.03
O -1.309497 0.001077 -0.552056 -1.0 0.4 -0.4 -0.05
O -0.205480 3.940465 1.849857 -0.1 0.0 -0.1 -0.06
O 0.097738 0.702955 2.559053 -0.8 0.8 1.3 -0.04
O 2.243128 -3.840041 -1.377246 0.0 0.1 -0.1 -0.06
O -4.622403 -1.469953 -0.464708 -0.3 -0.6 -0.3 -0.06
O -1.705003 -2.824813 -0.597697 0.0 -0.3 -0.1 -0.07
O -3.945579 0.532416 1.036701 0.5 0.6 0.7 -0.07
O 1.304679 0.514432 -1.967552 -0.6 -0.3 -1.0 -0.07
O 3.584045 -0.714340 1.763650 0.5 -0.3 0.1 -0.06
O 0.914531 -2.587048 1.725685 0.1 -0.4 0.2 -0.05
O 3.136566 1.674671 -0.859325 0.6 0.6 -0.1 -0.05
O 1.028497 -0.196558 0.566518 0.9 -0.3 -0.7 -0.12
O -0.308467 3.626264 -2.232193 0.0 0.0 -0.2 -0.05


39
Properties=species:S:1:pos:R:3:forces:R:3:lowdin_charge:R:1 method="wB97M-V/def2-TZVPD" energy_ev=-27038.9003 gap_ev=11.3547 lumo_energy_ha=0.007 homo_energy_ev=-11.16 relative_energy_kcal_mol=70.3
O -2.550541 -3.655156 4.593532 0.2 -0.1 -0.2 -0.05
H -3.150941 -4.208206 5.093430 -0.1 -0.2 0.1 0.03
H -2.868132 -2.763905 4.738595 -0.1 0.3 0.0 0.03
O -1.619282 4.231981 2.581701 -0.2 -0.1 0.2 -0.05
H -0.989528 4.944883 2.688490 0.2 0.2 0.1 0.03
H -1.405245 3.848063 1.731383 0.1 -0.2 -0.3 0.03
O -0.309098 4.743889 -2.850609 0.2 0.1 0.2 -0.06
H -1.148555 5.019986 -3.218451 -0.2 0.1 -0.1 0.03
H -0.043699 3.999414 -3.390563 0.1 -0.3 -0.2 0.02
O -4.946734 -3.246918 0.923835 -0.2 0.2 0.1 -0.05
H -5.005863 -3.868750 0.198536 0.0 -0.1 -0.2 0.03
H -4.092133 -3.419570 1.318913 0.2 0.0 0.2 0.02
O 2.621813 4.638460 0.831952 0.0 -0.1 0.3 -0.05
H 2.041803 4.618039 0.070772 -0.2 0.0 -0.2 0.03
H 3.370828 5.162964 0.548927 0.2 0.1 0.0 0.03
O 0.046485 -4.517102 0.863753 -0.2 0.1 -0.2 -0.06
H 0.942907 -4.851481 0.834447 0.2 -0.1 -0.1 0.03
H -0.166594 -4.483077 1.796315 -0.1 0.0 0.3 0.03
O -0.327694 0.421046 -0.047132 -0.1 0.3 -0.1 -0.05
H 0.386713 -0.135155 -0.357777 0.2 -0.2 -0.1 0.03
H -0.875445 -0.162651 0.477746 -0.2 -0.2 0.2 0.03
O -3.065544 -0.575415 -3.353304 -0.2 -0.1 -0.2 -0.05
H -2.142769 -0.338505 -3.446050 0.2 0.1 0.0 0.02
H -3.252482 -0.452545 -2.422608 -0.1 0.0 0.2 0.03
O -3.340155 0.823465 4.860889 0.0 -0.3 0.0 -0.05
H -3.078163 1.591082 4.352599 0.1 0.2 -0.2 0.03
H -3.669623 1.182265 5.684868 -0.1 0.1 0.2 0.03
O 0.469953 1.600548 -5.987942 -0.2 0.2 0.1 -0.05
H 0.899291 1.722827 -6.834663 0.1 0.1 -0.2 0.03
H 0.885440 0.821379 -5.618495 0.1 -0.3 0.2 0.02
O 2.596878 -1.892667 -4.795169 -0.2 0.2 0.0 -0.05
H 3.016696 -2.454563 -4.143815 0.1 -0.1 0.3 0.03
H 3.075981 -2.065400 -5.605643 0.1 0.0 -0.2 0.03
O 4.460085 -3.078153 -0.411067 -0.2 0.0 -0.2 -0.06
H 5.255019 -3.552715 -0.654184 0.2 -0.1 -0.1 0.03
H 4.619346 -2.787341 0.486867 0.0 0.2 0.3 0.03
O 4.602576 0.696295 2.732434 0.1 -0.3 0.0 -0.06
H 3.855755 1.133287 2.323123 -0.2 0.1 -0.1 0.03
H 4.900650 1.309402 3.404365 0.1 0.1 0.2 0.03


39
Properties=species:S:1:pos:R:3:forces:R:3:lowdin_spin:R:1 method="wB97M-V/def2-TZVPD" energy_ev=-27029.5509 multiplicity=2 gap_ev="10.7018 / 2.5020" lumo_energy_ha="-0.110 / -0.395" homo_energy_ev="-13.69 / -13.25" total_charge=+1 s_squared=0.756 relative_energy_kcal_mol=28.6
O -1.912055 1.724135 -2.685909 0.2 0.6 0.1 0.10
H -2.419135 1.898575 -3.478799 -0.1 0.3 -0.3 0.00
H -2.076145 0.800755 -2.494399 0.1 -0.5 0.1 0.00
O 2.630045 -0.323135 -1.743609 -0.3 0.4 -0.3 0.00
H 2.537795 -0.846365 -0.947399 0.6 -0.4 0.4 0.00
H 3.492975 -0.556755 -2.085669 0.3 -0.1 -0.2 0.00
O -1.745185 -0.782495 -1.798079 -0.3 0.0 0.5 0.00
H -1.265095 -1.505905 -2.201109 0.3 -0.3 -0.4 0.00
H -2.665425 -1.036285 -1.868769 -0.5 -0.3 0.3 0.00
O -0.984645 0.622385 3.973291 -0.2 0.5 1.1 0.52
H -0.675955 -0.207635 3.609961 0.5 -1.5 -0.7 0.01
H -1.153405 1.171535 3.207671 -0.5 1.0 -0.7 0.00
O -2.264905 2.223045 1.941161 0.0 0.2 1.0 0.18
H -1.773585 1.602015 1.403441 0.6 -0.6 -0.9 0.00
H -2.593215 2.872035 1.318861 -0.4 0.4 -0.1 0.00
O 3.354515 -1.387315 0.656731 -0.2 -1.1 -0.1 0.00
H 3.012985 -0.503835 0.794741 0.0 0.8 0.6 0.00
H 4.279085 -1.327475 0.897201 0.3 -0.1 0.0 0.00
O -0.294795 3.597775 -1.134209 0.0 0.4 -0.2 0.17
H 0.067195 2.714135 -1.068139 0.0 -0.6 -0.1 0.00
H -0.497695 3.842145 -0.231239 -0.1 0.2 0.4 0.00
O 0.514595 -2.563275 -0.215999 -0.4 0.3 0.2 0.00
H 1.219515 -3.050575 0.210441 0.4 -0.3 0.1 0.00
H 0.943985 -2.100165 -0.935289 0.1 0.0 -0.4 0.00
O -0.583635 0.724965 0.422741 0.0 0.3 0.3 0.00
H -1.132355 0.106655 -0.059779 -0.5 -0.5 -0.7 0.00
H 0.270535 0.296355 0.476681 0.5 0.1 0.2 0.00
O -2.850035 -1.911125 1.079911 -0.2 0.2 -0.5 0.00
H -2.036995 -1.723655 1.549011 0.2 -0.2 0.4 0.00
H -3.481775 -2.119195 1.768281 -0.3 -0.1 0.1 0.00
O 0.464365 -0.307995 -3.342689 -0.6 -0.5 -0.4 0.01
H -0.091055 0.080595 -2.666869 -0.1 0.5 -0.1 0.00
H 1.256195 -0.577125 -2.877089 0.6 0.2 0.1 0.00
O -0.290595 -1.722475 2.298671 -0.2 0.7 1.0 0.00
H 0.186155 -2.466095 2.667421 0.1 -0.3 0.2 0.00
H -0.135945 -1.781915 1.355911 0.4 -0.2 -0.9 0.00
O 2.674575 1.190355 0.777371 -0.4 0.1 0.1 0.00
H 2.866495 1.864445 1.429301 0.0 0.2 0.4 0.00
H 3.152605 1.468885 -0.003739 0.1 0.1 -0.6 0.00


40
Properties=species:S:1:pos:R:3:forces:R:3:lowdin_charge:R:1 method="wB97M-V/def2-TZVPD" energy_ev=-27045.5195 gap_ev=10.4631 lumo_energy_ha=-0.109 homo_energy_ev=-13.44 total_charge=+1 relative_energy_kcal_mol=128.1
O 1.839521 1.538805 3.786820 3.6 -2.7 0.1 -0.05
H 2.339447 1.003943 -2.648805 -0.1 -0.2 0.3 0.04
H 0.482426 -2.218337 -2.555739 -3.7 3.2 -1.9 0.21
O -0.805328 0.816965 -2.586915 -1.1 2.4 -1.3 -0.09
H 2.432525 -0.335546 -1.877487 -0.8 0.8 -0.7 0.06
H -2.656787 -3.342855 1.038674 0.8 0.1 -1.2 0.10
O 2.757786 2.430117 -0.996935 -1.0 1.3 2.2 -0.11
H -0.021999 0.335743 -2.726982 2.3 -1.6 0.3 -0.02
O -1.855847 -2.813446 1.256548 -2.2 -1.4 0.8 -0.03
H -0.820097 -1.618443 -3.579014 0.5 -0.9 -0.4 0.06
H -2.195706 -2.729163 2.161459 1.1 0.5 0.6 0.08
O -0.284288 -1.419061 -2.808358 3.2 -4.2 2.0 -0.14
H 2.628897 0.947706 3.398909 -2.3 1.8 1.8 0.14
H 0.908715 1.306480 0.561353 0.6 0.5 0.1 0.07
O 1.158679 2.220124 0.841360 -1.1 -1.1 1.2 -0.05
H -0.761992 1.358751 -3.369558 -0.3 1.0 -0.4 0.09
H 1.224641 2.135212 1.808948 -0.3 0.7 -1.5 0.03
O -1.212788 -0.420803 0.846557 -2.3 3.0 1.8 -0.10
H -2.122028 -0.489791 -2.101618 -0.6 1.1 2.9 0.16
H -1.786448 0.113912 1.549591 1.8 -0.8 -1.8 0.10
O 1.443738 -1.063390 0.115788 0.6 -2.4 0.0 -0.12
H 0.713007 -1.274412 -0.534432 1.3 0.0 1.4 0.03
H -1.716718 -1.256699 0.907054 0.5 -0.5 -0.5 -0.01
O -2.598556 0.913973 3.369841 1.9 0.9 -0.4 -0.11
H 0.889432 -4.650871 0.519217 -3.5 -4.5 -0.1 -0.02
H -2.180449 0.028094 3.566996 -0.1 2.0 0.2 0.06
O -1.409346 2.313590 -0.588592 1.5 0.5 0.3 -0.07
H -0.409721 2.286602 -0.602239 -1.6 0.0 -0.2 0.06
H -1.571756 3.250651 -0.447525 -0.3 0.1 0.2 0.07
O 1.892205 0.145718 -2.558293 1.1 -0.4 0.5 -0.09
H 1.833088 -1.968146 0.480055 -1.8 2.6 -1.6 0.09
H 1.471083 1.753892 2.964744 -1.1 0.4 -0.6 -0.08
O 1.443434 -3.974577 0.588565 2.8 4.9 -2.0 0.04
H -1.927620 1.716958 3.383529 -1.7 -3.0 0.3 0.12
H -2.520172 0.956549 -1.874760 -0.3 -2.3 2.3 0.18
O -2.584653 0.047222 -1.300071 1.5 1.8 -2.4 0.00
H 2.315043 2.770815 -0.112685 0.5 -1.5 -2.6 0.05
H -1.803153 0.304829 -0.468142 -1.5 -1.7 -1.3 0.17
H 1.879720 -3.951632 1.397520 0.9 -0.5 2.2 0.03
H 3.592065 2.830519 -0.805376 1.5 0.2 -0.7 0.02


41
Properties=species:S:1:pos:R:3:forces:R:3:lowdin_spin:R:1 method="wB97M-V/def2-TZVPD" energy_ev=-29098.9660 multiplicity=2 gap_ev="2.6209 / 7.8367" lumo_energy_ha="0.180 / 0.173" homo_energy_ev="2.27 / -3.14" total_charge=-2 s_squared=0.751 relative_energy_kcal_mol=66.1
O -2.679528 3.998462 -0.675165 1.1 5.2 9.1 0.07
H -1.110583 2.269950 0.955539 -0.2 -1.3 0.6 0.03
O 2.923692 -0.523926 -0.799338 0.6 2.3 -0.5 0.02
H -3.176156 2.667676 2.798732 -1.3 -2.6 1.7 0.02
H 1.020161 -0.868707 3.924024 -1.2 -0.1 0.1 0.00
O 0.160905 3.884045 1.559185 5.1 1.3 -0.6 0.06
H -0.536627 -0.883887 4.271820 0.4 -0.1 -0.4 0.01
H 1.603761 1.382363 -3.382750 -0.9 1.9 -2.4 0.00
O 0.853457 2.058389 -3.833349 2.3 -2.3 1.6 0.03
H 1.233256 -2.944433 2.487714 0.6 1.7 0.2 0.01
H 0.384999 2.095707 -3.007242 -1.0 0.7 0.6 0.02
O 1.621992 -2.067123 2.763912 0.0 -1.2 -0.1 0.02
H -1.992899 4.677913 -0.760657 -0.2 -0.4 -0.1 0.02
H 2.127654 -2.049952 -0.581914 1.6 1.1 0.8 0.00
O -3.436412 1.862817 3.434950 2.9 2.7 -1.3 0.04
H -1.206141 0.565360 -3.498605 -0.2 -1.7 -1.9 0.02
H -0.634505 -3.800110 -1.425326 -1.8 1.9 1.2 0.01
O -1.182977 -0.070489 -4.290966 3.6 3.2 1.5 0.04
H -0.640830 0.815809 1.091161 -0.6 0.6 0.6 0.05
H -2.474925 1.661556 3.672735 -1.7 -0.2 -0.4 0.01
O 0.285494 -0.395805 4.381681 0.5 0.4 0.6 0.02
H 0.862977 3.421595 2.115577 -2.6 0.4 -0.8 0.02
H 2.315378 -3.674624 0.805624 -0.1 -0.7 -0.4 0.00
O 1.544315 -2.362961 0.133539 -1.1 -0.2 -1.5 0.03
H 0.791917 -2.202131 -0.454917 -0.8 -0.1 0.8 0.02
H -0.735773 3.767238 1.685430 -2.3 -1.0 1.5 0.02
O -3.287144 -1.135773 -0.709311 -4.0 -0.8 -0.7 0.07
H -2.418752 -0.956927 -0.553799 4.2 0.7 0.4 0.04
H -3.712355 -0.472013 -0.171187 -0.4 0.4 0.3 0.02
O -1.379413 -3.179831 -1.065189 1.6 -2.1 -1.4 0.05
H -1.951631 -0.529799 -4.384780 -3.5 -1.7 0.3 0.01
H -2.766816 3.602385 -1.408444 -0.8 -4.8 -8.8 0.03
O -1.159196 1.503373 1.592099 0.5 0.1 -1.4 0.08
H 2.899170 -0.218708 -2.040004 0.6 1.9 1.4 0.00
H -0.975624 -2.550322 -0.459544 0.1 -0.1 0.2 0.03
O 2.493256 -4.634955 0.711691 0.5 -0.2 2.2 0.01
H 1.851576 -1.593363 1.943043 -0.4 -0.5 0.0 0.01
H 2.446327 -4.769557 -0.208102 -0.1 -0.2 -1.7 0.00
O 3.046728 0.718727 -3.040699 0.3 -1.7 0.8 0.01
H 3.029118 0.346936 -0.233155 -0.5 -2.7 -2.2 0.01
H 3.962155 0.585095 -3.344014 -0.7 0.2 0.0 0.00